[1]
DFT (wB97M-V/def2-TZVPD) results for a structure of composition C21H31MnN3O2Si in a non-equilibrium geometry.

The geometry in ORCA input format:
```
! wB97M-V def2-TZVPD RIJCOSX def2/J DEFGRID3
* xyz 2 4
Mn -0.80 -0.51 -0.25
N -2.20 -0.67 -1.71
C -3.53 -1.14 -1.12
C -3.37 -2.55 -0.57
C -2.06 -2.99 0.04
O -1.82 -4.16 0.11
O -1.19 -2.09 0.50
H -2.44 0.25 -2.07
H -1.93 -1.21 -2.54
H -4.20 -1.10 -2.00
H -3.86 -0.35 -0.41
H -3.62 -3.28 -1.35
H -4.16 -2.71 0.18
C -0.01 2.65 5.24
C 0.63 1.36 4.69
N 0.80 1.28 3.20
C 1.97 1.99 2.61
C 1.64 3.33 1.85
C -0.11 0.70 2.43
C -1.46 0.27 3.01
N 0.09 0.50 1.12
H 0.16 2.75 6.32
H -1.09 2.70 5.07
H 0.42 3.57 4.83
H 0.11 0.44 5.01
H 1.65 1.22 5.08
H 2.47 1.31 1.91
H 2.68 2.09 3.46
H 0.87 3.14 1.12
H 2.55 3.69 1.37
H 1.30 4.06 2.54
H -1.32 -0.56 3.66
H -2.20 0.08 2.24
H -1.90 1.10 3.64
H 0.91 0.97 0.75
C 2.74 3.11 -2.02
C 1.54 2.68 -2.65
C 1.11 1.39 -2.53
C 1.84 0.52 -1.70
C 2.99 0.96 -1.00
C 3.46 2.27 -1.16
Si 1.40 -1.24 -1.34
C 0.58 -2.36 -2.54
C -0.06 -1.77 -3.62
C -0.85 -2.52 -4.46
C -1.03 -3.86 -4.14
C -0.43 -4.48 -3.07
C 0.38 -3.70 -2.23
H 3.06 4.14 -2.04
H 0.96 3.38 -3.24
H 0.26 1.11 -3.12
H 3.51 0.33 -0.26
H 4.41 2.62 -0.76
H 1.97 -1.90 -0.08
H 0.09 -0.74 -3.79
H -1.38 -2.00 -5.27
H -1.65 -4.46 -4.81
H -0.73 -5.50 -2.83
H 0.80 -4.07 -1.31
*
```

Properties
Expectation value of S² = 3.9641
Relative energy (zero: lowest compared OMol25 entry of this formula, charge and spin) = 27.45 kcal per mole
Orbital gap (alpha / beta) = 7.3872 / 7.6948 eV
Highest occupied orbital energy (alpha / beta) = -15.405 / -14.590 eV

[2]
DFT (wB97M-V/def2-TZVPD) results for an isolated molecule of C4H8N2O.

The geometry in ORCA input format:
```
! wB97M-V def2-TZVPD RIJCOSX def2/J DEFGRID3
* xyz 0 1
C -0.13 1.15 1.77
C -0.81 1.69 0.56
O -0.02 1.51 -0.55
C 0.23 0.30 -1.15
N 1.05 0.14 -2.10
C -0.61 -0.87 -0.70
N 0.25 -1.77 0.05
H 0.58 0.32 1.66
H -0.83 0.97 2.59
H 0.43 2.07 2.05
H -1.43 -0.52 -0.06
H 1.58 0.99 -2.30
H -1.07 -1.32 -1.60
H -0.28 -2.60 0.33
H 1.04 -2.05 -0.55
*
```

Properties
Relative energy (zero: lowest compared OMol25 entry of this formula, charge and spin) = 111.69 kcal per mole
Orbital gap = 8.6260 eV
Highest occupied orbital energy = -8.632 eV

[3]
DFT (wB97M-V/def2-TZVPD) results for an isolated molecule of C4H4N2O.

The geometry in ORCA input format:
```
! wB97M-V def2-TZVPD RIJCOSX def2/J DEFGRID3
* xyz 0 1
N -0.58 -0.71 -2.34
C -0.82 -0.20 -1.26
C -1.15 0.51 -0.19
C -0.30 0.75 0.96
C 0.91 0.20 1.20
N 1.38 -0.72 0.24
O 2.57 -0.95 0.28
H -0.70 -1.72 -2.43
H -2.15 0.94 -0.20
H -0.68 1.47 1.68
H 1.54 0.43 2.06
*
```

Properties
Relative energy (zero: lowest compared OMol25 entry of this formula, charge and spin) = 95.48 kcal per mole
Orbital gap (alpha / beta) = 8.2023 / 8.2037 eV
Structure (SMILES) = N=C=C/C=C\N=O
Highest occupied orbital energy (alpha / beta) = -8.800 / -8.803 eV

[4]
DFT (wB97M-V/def2-TZVPD) results for a structure of composition C31H28FN4O3Pt.

The geometry in ORCA input format:
```
! wB97M-V def2-TZVPD RIJCOSX def2/J DEFGRID3
* xyz 1 3
Pt 0.21 -3.98 -0.59
C 4.48 -4.53 -1.23
C 4.96 -4.67 0.07
C 4.07 -4.60 1.13
C 2.71 -4.40 0.88
C 2.21 -4.27 -0.42
C 3.12 -4.33 -1.47
C 1.72 -4.32 1.98
C 2.09 -4.20 3.35
C 1.13 -4.08 4.29
C -0.24 -4.08 3.92
C -1.29 -3.95 4.86
C -2.59 -3.97 4.44
C -2.89 -4.10 3.07
C -1.89 -4.23 2.14
C -0.54 -4.21 2.55
N 0.45 -4.34 1.62
H 5.17 -4.59 -2.06
H 6.01 -4.84 0.25
H 4.44 -4.73 2.14
H 2.78 -4.24 -2.49
H 3.14 -4.19 3.62
H 1.39 -3.97 5.34
H -1.04 -3.86 5.91
H -3.39 -3.87 5.16
H -3.92 -4.12 2.74
H -2.13 -4.34 1.09
C -4.00 2.23 -2.71
C -3.72 1.93 -1.25
N -2.61 0.99 -1.07
C -2.89 -0.33 -1.06
C -2.00 -1.35 -0.88
C -2.58 -2.75 -1.00
O -3.80 -2.85 -0.96
O -1.76 -3.70 -1.28
C -0.66 -1.00 -0.55
O 0.24 -1.77 -0.18
C -0.33 0.43 -0.65
C 1.00 0.83 -0.51
C 1.34 2.14 -0.64
F 2.64 2.50 -0.46
C 0.39 3.14 -0.93
C -0.92 2.74 -1.07
C -1.30 1.40 -0.92
N 0.72 4.50 -1.13
C -0.03 5.51 -0.40
C -0.34 6.65 -1.37
N 0.77 6.70 -2.39
C 2.10 6.41 -1.73
C 2.11 4.93 -1.34
H -4.82 2.93 -2.81
H -4.26 1.32 -3.25
H -3.12 2.65 -3.20
H -4.60 1.50 -0.76
H -3.49 2.84 -0.69
H -3.93 -0.60 -1.21
H 1.76 0.09 -0.29
H -1.66 3.47 -1.37
H 0.54 5.88 0.46
H -0.96 5.11 -0.02
H -0.38 7.63 -0.89
H -1.26 6.48 -1.93
H 0.79 7.60 -2.88
H 0.59 5.97 -3.09
H 2.15 7.08 -0.88
H 2.89 6.65 -2.43
H 2.74 4.82 -0.45
H 2.54 4.33 -2.14
*
```

Properties
Expectation value of S² = 2.0053
Relative energy (zero: lowest compared OMol25 entry of this formula, charge and spin) = 0.97 kcal per mole
Orbital gap (alpha / beta) = 5.4597 / 6.1957 eV
Highest occupied orbital energy (alpha / beta) = -8.852 / -9.588 eV

[5]
DFT (wB97M-V/def2-TZVPD) results for a cluster of 10 separate species, C28H82N14O10 in total in a non-equilibrium geometry.

The geometry in ORCA input format:
```
! wB97M-V def2-TZVPD RIJCOSX def2/J DEFGRID3
* xyz 0 1
C 2.84 2.05 -3.64
O 2.01 2.50 -4.72
C 1.68 3.87 -4.62
C 1.63 4.46 -6.03
C 3.01 4.44 -6.72
N 1.15 5.82 -6.02
H 2.67 2.52 -2.67
H 3.87 2.30 -3.95
H 2.83 0.97 -3.54
H 0.65 4.07 -4.28
H 2.41 4.50 -4.10
H 0.99 3.82 -6.65
H 3.63 3.67 -6.25
H 3.55 5.38 -6.62
H 2.93 4.08 -7.75
H 0.24 5.98 -5.60
H 1.20 6.23 -6.94
C 3.53 -4.48 3.47
O 2.33 -5.00 3.97
C 2.47 -6.11 4.84
C 3.14 -5.84 6.20
C 3.18 -7.06 7.13
N 2.29 -4.87 6.90
H 3.32 -3.64 2.80
H 4.19 -5.14 2.91
H 4.16 -4.01 4.23
H 1.47 -6.50 5.07
H 2.95 -6.92 4.27
H 4.13 -5.42 6.01
H 3.41 -6.68 8.13
H 3.99 -7.77 6.93
H 2.24 -7.60 7.09
H 2.08 -4.08 6.32
H 2.78 -4.53 7.72
C -1.42 0.53 2.87
O -1.05 -0.34 1.81
C 0.19 -0.01 1.26
C 0.51 -0.92 0.07
C 0.84 -2.33 0.52
N 1.58 -0.39 -0.76
H -0.66 0.53 3.65
H -2.45 0.32 3.16
H -1.50 1.56 2.48
H 0.17 1.01 0.85
H 1.06 -0.05 1.92
H -0.40 -0.97 -0.54
H 1.82 -2.44 1.01
H 0.86 -2.97 -0.37
H 0.09 -2.70 1.21
H 1.36 0.59 -0.90
H 2.43 -0.41 -0.21
C -1.20 -1.91 -8.65
O -0.52 -1.08 -7.74
C -0.91 -1.26 -6.38
C -0.12 -0.34 -5.45
C -0.43 -0.56 -3.99
N -0.21 1.10 -5.70
H -0.96 -2.98 -8.61
H -0.86 -1.48 -9.59
H -2.29 -1.84 -8.58
H -1.98 -1.08 -6.23
H -0.64 -2.30 -6.19
H 0.91 -0.65 -5.69
H -0.13 -1.57 -3.70
H -1.51 -0.45 -3.90
H 0.12 0.04 -3.25
H 0.13 1.31 -6.64
H 0.55 1.57 -5.18
C -4.45 1.34 0.37
O -4.19 2.14 1.53
C -5.21 2.03 2.51
C -5.26 3.25 3.44
C -3.94 3.28 4.15
N -6.31 2.98 4.45
H -3.46 1.02 0.03
H -5.11 1.87 -0.31
H -4.91 0.37 0.61
H -6.18 1.76 2.09
H -4.93 1.12 3.07
H -5.52 4.12 2.84
H -3.07 3.47 3.51
H -3.78 2.34 4.67
H -3.90 4.07 4.91
H -6.21 2.06 4.87
H -6.11 3.61 5.22
C 0.71 3.79 -0.81
O -0.62 4.18 -1.07
C -1.36 4.32 0.13
C -2.68 5.05 -0.13
C -2.49 6.54 -0.36
N -3.55 4.83 1.04
H 0.65 2.91 -0.16
H 1.28 4.58 -0.32
H 1.11 3.44 -1.75
H -1.66 3.30 0.40
H -0.73 4.80 0.88
H -3.05 4.55 -1.04
H -2.69 7.13 0.53
H -3.06 6.98 -1.20
H -1.53 6.81 -0.82
H -4.42 5.33 0.93
H -3.74 3.82 1.04
N -3.57 -4.44 2.42
C -2.98 -3.19 2.58
N -2.98 -2.49 1.41
O -2.49 -2.80 3.64
H -3.58 -5.04 3.22
H -4.29 -4.48 1.73
H -2.60 -1.55 1.36
H -3.43 -2.94 0.64
N 4.79 0.59 0.91
C 3.89 1.61 1.10
N 3.99 2.19 2.34
O 3.09 1.97 0.25
H 5.47 0.45 1.63
H 4.80 0.07 0.05
H 4.67 1.90 3.02
H 3.22 2.74 2.65
N 2.29 -5.64 -4.56
C 2.12 -4.84 -3.48
N 3.07 -3.88 -3.30
O 1.12 -4.89 -2.78
H 3.13 -5.56 -5.10
H 1.66 -6.40 -4.70
H 2.90 -3.33 -2.47
H 3.76 -3.60 -3.97
N -0.59 -1.30 5.19
C 0.48 -2.14 5.19
N 0.18 -3.36 4.66
O 1.64 -1.84 5.50
H -1.48 -1.74 5.04
H -0.52 -0.37 5.53
H -0.72 -3.46 4.23
H 0.98 -3.96 4.41
*
```

Properties
Relative energy (zero: lowest compared OMol25 entry of this formula, charge and spin) = 42.34 kcal per mole
Orbital gap = 8.7962 eV
Structure (SMILES) = COC[C@H](C)N.COC[C@H](C)N.COC[C@H](C)N.COC[C@H](C)N.COC[C@H](C)N.COC[C@H](C)N.NC(N)=O.NC(N)=O.NC(N)=O.NC(N)=O
Highest occupied orbital energy = -8.454 eV

[6]
DFT (wB97M-V/def2-TZVPD) results for an isolated molecule of C20H27N5O4.

The geometry in ORCA input format:
```
! wB97M-V def2-TZVPD RIJCOSX def2/J DEFGRID3
* xyz 0 1
C 0.19 3.35 -5.56
C 1.00 3.36 -4.31
C 0.68 2.60 -3.24
C 1.49 2.64 -2.04
N 1.36 2.06 -0.91
C 0.32 1.06 -0.75
C 0.62 -0.22 -1.55
C -0.45 -1.28 -1.32
C -0.61 -1.62 0.16
C -0.90 -0.33 0.95
C 0.18 0.72 0.73
C -1.72 -2.65 0.35
N -1.71 -3.16 1.71
C -2.73 -2.86 2.55
O -3.71 -2.21 2.22
C -2.62 -3.38 3.95
C -2.94 -4.59 4.45
O -2.76 -4.62 5.77
N -2.31 -3.38 6.19
C -2.23 -2.64 5.11
C -1.78 -1.22 5.18
C -0.43 -3.74 2.09
C 0.67 -2.70 1.88
O 0.64 -2.20 0.55
N 2.56 3.54 -2.16
C 2.82 4.25 -3.29
C 4.04 5.13 -3.19
O 4.23 5.83 -4.39
N 2.11 4.19 -4.35
H -0.67 2.69 -5.49
H -0.15 4.36 -5.78
H 0.82 3.04 -6.40
H -0.20 1.97 -3.26
H -0.65 1.46 -1.10
H 0.70 0.01 -2.61
H 1.59 -0.59 -1.23
H -1.41 -0.94 -1.70
H -0.19 -2.20 -1.86
H -1.87 0.04 0.61
H -1.02 -0.55 2.01
H 1.14 0.37 1.09
H -0.06 1.63 1.28
H -2.69 -2.21 0.16
H -1.54 -3.48 -0.34
H -3.30 -5.50 4.00
H -2.02 -0.70 4.25
H -2.27 -0.70 6.00
H -0.70 -1.16 5.34
H -0.46 -4.06 3.13
H -0.23 -4.61 1.46
H 0.56 -1.89 2.61
H 1.65 -3.15 2.02
H 3.15 3.61 -1.35
H 3.90 5.80 -2.34
H 4.90 4.48 -2.97
H 5.01 6.39 -4.30
*
```

Properties
Relative energy (zero: lowest compared OMol25 entry of this formula, charge and spin) = 29.79 kcal per mole
Orbital gap = 8.7230 eV
Structure (SMILES) = Cc1c/c(=N\[C@H]2CC[C@@]3(CC2)CN(C(=O)c2conc2C)CCO3)[nH]c(CO)n1
Highest occupied orbital energy = -8.167 eV